Entry 1:
# C33H43N5O2PtS3SeSi

C33H43N5O2PtS3SeSi as an isolated structure at a distorted geometry (ωB97M-V with the def2-TZVPD basis set, the Open Molecules 2025 dataset).

Each line ends with the Löwdin charge.
Geometry (Å):
Pt: -0.67492 -1.20575 -0.00144  0.597
O: -3.29604 2.44191 0.05143  0.053
C: -4.49511 1.82029 0.02420  -0.255
C: -5.63173 2.62383 0.06687  -0.016
C: -6.88584 2.05025 0.02780  -0.086
C: -7.02623 0.66714 -0.05885  -0.093
C: -5.89734 -0.12828 -0.08814  -0.027
C: -4.61635 0.42663 -0.03958  -0.069
C: -3.41385 -0.45830 -0.03086  -0.407
O: -2.23567 0.10509 -0.18270  -0.276
N: -3.61003 -1.72303 0.10113  0.012
N: -2.41284 -2.44116 0.23158  -0.226
C: -2.61152 -3.71011 0.10911  -0.903
S: -4.18077 -4.31481 -0.39194  0.955
C: -3.78495 -6.05080 -0.06503  -0.529
C: -2.30361 -6.24553 -0.30715  -0.513
S: -1.44709 -4.91468 0.56008  0.910
H: -2.62452 1.72976 -0.03931  0.054
H: -5.50097 3.69777 0.11760  0.116
H: -7.76349 2.68410 0.06006  0.102
H: -8.00906 0.21806 -0.10763  0.098
H: -5.97950 -1.20565 -0.14684  0.106
H: -4.39351 -6.66270 -0.73125  0.078
H: -4.04178 -6.27740 0.96919  0.076
H: -2.05946 -6.18012 -1.36666  0.083
H: -1.93577 -7.18947 0.09366  0.084
C: 1.84565 -5.93929 -0.66765  -0.223
Si: 3.49977 -5.13195 -0.41694  0.493
C: 4.41017 -5.00665 -2.03827  -0.175
C: 4.46714 -6.21403 0.76550  -0.184
C: 3.49706 -3.40913 0.36171  -0.250
C: 4.70730 -3.02100 0.92369  -0.102
C: 4.84778 -1.81987 1.61194  -0.069
C: 3.72240 -1.03253 1.73234  -0.154
N: 2.55228 -1.34639 1.17818  -0.115
C: 2.43216 -2.47774 0.48859  -0.697
S: 0.92441 -2.78613 -0.36241  0.513
H: 2.00026 -7.01402 -0.81128  0.035
H: 1.31912 -5.53751 -1.53515  0.021
H: 1.20884 -5.79096 0.20679  -0.011
H: 4.59758 -5.99498 -2.47093  0.032
H: 5.37341 -4.50779 -1.90154  0.030
H: 3.82846 -4.42501 -2.75908  0.035
H: 4.36240 -7.27070 0.49970  0.031
H: 4.10016 -6.08479 1.78743  0.039
H: 5.53516 -5.97991 0.76300  0.026
H: 5.57167 -3.67274 0.83107  0.095
H: 5.79026 -1.52595 2.05430  0.098
H: 3.74092 -0.09638 2.28408  0.086
C: 2.52079 2.21156 3.56900  -0.116
C: 2.09440 3.39743 2.70843  -0.253
C: 0.67749 3.88161 3.02403  -0.180
C: -0.42439 3.01838 2.41817  -0.130
N: -0.46142 3.09808 0.95548  0.001
C: -0.14186 2.11034 0.10220  -0.563
Se: 0.87143 0.56198 0.57658  0.801
N: -0.37744 2.54969 -1.14582  -0.001
C: -0.21900 1.75836 -2.37396  -0.130
C: 1.20350 1.68763 -2.90929  -0.187
C: 1.92309 3.02629 -3.09239  -0.238
C: 2.51275 3.60788 -1.80360  -0.093
C: -0.84091 3.86068 -1.09923  -0.171
C: -1.15988 4.76523 -2.10230  0.002
C: -1.52875 6.03725 -1.70504  -0.071
C: -1.59055 6.39023 -0.34907  -0.072
C: -1.27843 5.48199 0.64590  0.004
C: -0.89177 4.21265 0.23915  -0.157
H: 3.56478 1.95004 3.38628  0.065
H: 1.92136 1.32418 3.35546  0.044
H: 2.41874 2.44923 4.63110  0.076
H: 2.16163 3.12646 1.64985  0.081
H: 2.78811 4.22645 2.86203  0.107
H: 0.55604 4.91030 2.67759  0.098
H: 0.52564 3.88895 4.10717  0.118
H: -1.40462 3.33071 2.78012  0.134
H: -0.28474 1.96921 2.66938  0.093
H: -0.88745 2.20576 -3.10888  0.128
H: -0.58203 0.75559 -2.15724  0.092
H: 1.13096 1.17424 -3.87154  0.117
H: 1.79774 1.04820 -2.25362  0.086
H: 1.25480 3.75593 -3.56205  0.097
H: 2.74305 2.86464 -3.79458  0.104
H: 1.75041 4.01335 -1.13550  0.056
H: 3.20487 4.42084 -2.02956  0.073
H: 3.06325 2.83927 -1.25557  0.074
H: -1.11740 4.49384 -3.14850  0.111
H: -1.77275 6.77652 -2.45678  0.105
H: -1.88226 7.39560 -0.07494  0.104
H: -1.34155 5.75187 1.69115  0.113

The calculation puts the relative energy (zero: lowest compared OMol25 entry of this formula, charge and spin) at 10.9 kcal per mole. The highest occupied orbital energy is -6.9 eV. As for the HOMO-LUMO gap: 7.04 eV. Its LUMO energy is 0.006 hartree. The maximum force is 1.050 eV/A.


Entry 2:
# C33H44AlCl48I2N2O2

C33H44AlCl48I2N2O2 as an isolated structure at a distorted geometry (ωB97M-V with the def2-TZVPD basis set, the Open Molecules 2025 dataset).

Each line ends with the Löwdin charge.
Geometry (Å):
C: 2.68740 -4.58017 1.57010  -0.171
C: 2.29799 -3.44606 2.70886  -0.794
I: 2.40754 -4.34097 4.74759  0.558
C: 3.40813 -2.22702 2.66207  -0.686
I: 3.54311 -1.48518 4.76036  0.650
Al: 2.52572 -0.71020 1.54094  0.145
C: 3.86396 0.44407 0.50589  -0.226
C: 5.33126 0.57856 1.28838  -0.257
C: 6.55505 -0.20508 0.52888  -0.304
N: 6.74504 0.19927 -0.93405  -0.069
C: 1.27461 -1.58063 0.10650  -0.221
C: 0.34854 -0.34742 -0.51202  -0.256
C: -1.26953 -0.61291 -0.39693  -0.233
C: -1.89867 -0.38334 1.10294  -0.248
N: -2.33742 -1.68685 1.78549  -0.104
O: 1.38850 0.21289 2.71408  -0.174
C: 1.89460 1.53857 3.09012  -0.344
O: 3.16505 1.89275 3.28812  -0.060
C: 0.72449 2.70159 3.36561  -0.031
C: 0.23019 3.80830 2.26347  0.011
C: -0.99501 4.84970 2.72509  -0.160
C: -1.68328 4.73397 4.23804  -0.246
C: -1.16225 3.62366 5.37313  -0.060
C: 0.04088 2.62170 4.89048  -0.004
H: 1.79402 -4.65393 0.78155  0.075
H: 3.70431 -4.25387 1.08896  0.080
H: 2.81999 -5.60791 2.11568  0.041
H: 1.19394 -3.04602 2.60508  0.064
H: 4.45881 -2.54868 2.26075  0.049
H: 4.09852 -0.13267 -0.51028  0.065
H: 3.48248 1.51748 0.21422  0.051
H: 5.28108 0.13957 2.39743  0.085
H: 5.61313 1.73717 1.28306  0.104
H: 7.56281 0.12507 1.07735  0.103
H: 6.52270 -1.38239 0.63536  0.114
H: 6.89151 1.24308 -1.02316  0.025
H: 7.66280 -0.25352 -1.21568  0.063
H: 1.95585 -1.99700 -0.76701  0.068
H: 0.60083 -2.40523 0.60499  0.016
H: 0.59062 0.69955 -0.04652  0.089
H: 0.58303 -0.26030 -1.67798  0.105
H: -1.82867 0.16592 -1.10792  -0.009
H: -1.59507 -1.68703 -0.75598  0.041
H: -2.89861 0.24861 0.98000  0.108
H: -1.20402 0.22961 1.82091  0.109
H: -2.99708 -1.42024 2.57543  0.063
H: -1.44989 -2.09538 2.15548  0.045
H: 0.71125 3.86500 1.17969  0.063
H: -1.38734 5.63382 1.94769  0.068
H: -2.56352 5.44783 4.54327  0.047
H: -1.63066 3.52469 6.44124  0.076
H: 0.42797 1.79230 5.65684  0.107
C: 6.46625 3.73269 -2.90660  -1.554
Cl: 6.83798 4.09818 -1.21320  0.526
Cl: 4.75181 3.32574 -3.09334  0.512
Cl: 6.89787 5.10011 -3.94742  0.478
H: 7.06071 2.86735 -3.21068  -0.104
C: 3.46372 6.46626 -0.89292  -1.499
Cl: 4.59424 6.40322 -2.25576  0.488
Cl: 2.29957 7.78425 -1.11078  0.492
Cl: 2.62273 4.91748 -0.71007  0.531
H: 4.03436 6.65810 0.01934  0.025
C: -5.32332 4.71281 3.03122  -1.466
Cl: -3.57723 4.49732 2.82120  0.664
Cl: -5.79701 6.37410 2.63681  0.513
Cl: -6.21775 3.55665 2.02986  0.483
H: -5.57007 4.52392 4.07911  0.025
C: -4.11227 2.35249 -2.67407  -1.530
Cl: -3.07510 3.61143 -3.36596  0.522
Cl: -3.26790 0.79485 -2.64941  0.587
Cl: -4.63342 2.80336 -1.04172  0.487
H: -5.00004 2.25304 -3.30386  -0.021
C: 9.42326 2.90059 -5.56358  -1.551
Cl: 10.70584 1.97264 -6.35938  0.526
Cl: 8.29772 1.81647 -4.72834  0.596
Cl: 10.11554 4.07244 -4.42915  0.511
H: 8.86890 3.44887 -6.32956  -0.095
C: 5.88741 -0.64055 8.36632  -1.531
Cl: 6.63292 -1.68737 7.14659  0.496
Cl: 6.77044 0.89022 8.49597  0.504
Cl: 4.18458 -0.34515 7.97574  0.464
H: 5.93591 -1.14901 9.33264  0.014
C: -1.85442 -4.94435 -1.44939  -1.508
Cl: -1.48269 -4.57886 0.24401  0.520
Cl: -3.56886 -5.35130 -1.63613  0.493
Cl: -1.42281 -3.57693 -2.49021  0.554
H: -1.25996 -5.80969 -1.75347  -0.042
C: -8.57674 1.68547 -1.71241  -1.519
Cl: -7.29416 0.75753 -2.50820  0.538
Cl: -9.70228 0.60135 -0.87717  0.516
Cl: -7.88446 2.85733 -0.57797  0.493
H: -9.13110 2.23375 -2.47839  -0.038
C: -0.19567 11.04696 0.15521  -1.536
Cl: -0.15708 10.03608 -1.29944  0.497
Cl: -0.64387 12.71135 -0.25556  0.507
Cl: -1.32031 10.37658 1.34903  0.516
H: 0.80554 11.05811 0.59352  0.019
C: -4.58885 -5.74499 2.47740  -1.507
Cl: -3.62689 -4.26189 2.35729  0.522
Cl: -3.59645 -7.16273 2.09670  0.495
Cl: -5.29735 -5.89774 4.09423  0.486
H: -5.40186 -5.68810 1.74909  0.018
C: -3.89712 -6.17880 7.82546  -1.532
Cl: -3.15161 -7.22562 6.60573  0.508
Cl: -3.01409 -4.64803 7.95511  0.522
Cl: -5.59995 -5.88340 7.43488  0.488
H: -3.84862 -6.68726 8.79178  0.014
C: -2.49681 -9.24732 -2.59775  -1.516
Cl: -1.45963 -7.98838 -3.28964  0.523
Cl: -1.65243 -10.80495 -2.57309  0.518
Cl: -3.01795 -8.79644 -0.96540  0.506
H: -3.38457 -9.34677 -3.22753  0.021
C: 9.54650 5.54694 -9.20749  -1.508
Cl: 9.27841 4.12911 -10.23571  0.525
Cl: 8.81971 5.30324 -7.60993  0.581
Cl: 11.27872 5.88793 -9.05728  0.524
H: 9.06528 6.40875 -9.67692  0.019
C: -11.18885 -0.40537 -4.35552  -1.480
Cl: -10.22689 1.07773 -4.47563  0.563
Cl: -10.19645 -1.82312 -4.73622  0.538
Cl: -11.89735 -0.55813 -2.73870  0.521
H: -12.00186 -0.34848 -5.08383  0.019
C: -0.56084 -8.19774 -7.56406  -1.534
Cl: 0.72173 -9.12569 -8.35985  0.513
Cl: -1.68639 -9.28187 -6.72881  0.500
Cl: 0.13143 -7.02589 -6.42962  0.513
H: -1.11521 -7.64947 -8.33004  0.017
C: -9.85308 -3.07147 -0.90415  -1.567
Cl: -10.12117 -4.48931 -1.93237  0.504
Cl: -10.57987 -3.31517 0.69341  0.517
Cl: -8.12086 -2.73048 -0.75394  0.515
H: -10.33430 -2.20966 -1.37358  -0.080

The calculation puts the relative energy (zero: lowest compared OMol25 entry of this formula, charge and spin) at 282.7 kcal per mole. The highest occupied orbital energy is -4.6 eV. As for the HOMO-LUMO gap: 5.92 eV. Its LUMO energy is 0.048 hartree. As for the total charge: -1. The maximum force is 7.860 eV/A.